Entry 1:
{"formula": "C20H28O5", "method": "wB97M-V/def2-TZVPD", "spin_multiplicity": 1, "e_homo_ev": -8.184, "e_tot_ha": -1155.107563, "smiles": "C=CCc1cc(C)ccc1OCCCC(C(=O)OCC)C(=O)OCC", "charge": 0, "symbols": ["C", "C", "C", "C", "C", "C", "C", "C", "C", "O", "C", "C", "H", "H", "C", "H", "H", "C", "C", "O", "O", "C", "C", "H", "H", "H", "H", "H", "C", "O", "O", "C", "C", "H", "H", "H", "H", "H", "H", "H", "H", "H", "H", "C", "H", "H", "H", "H", "H", "H", "H", "H", "H"], "coordinates": [[-1.8322, -1.7896, 3.3453], [-1.2524, -0.8719, 2.5942], [-1.7854, 0.5138, 2.3922], [-2.1657, 0.7341, 0.9475], [-3.1051, -0.0966, 0.3607], [-3.4845, 0.0402, -0.9665], [-2.8945, 1.0523, -1.7073], [-1.9607, 1.9011, -1.1429], [-1.5820, 1.7565, 0.1858], [-0.6867, 2.5548, 0.8536], [0.1216, 3.4943, 0.1800], [1.5285, 2.9686, -0.1396], [2.0577, 2.7713, 0.7946], [2.0559, 3.7678, -0.6634], [1.5314, 1.6994, -0.9936], [2.4715, 1.6218, -1.5433], [0.7273, 1.7260, -1.7309], [1.3538, 0.4366, -0.1368], [0.7262, -0.6974, -0.9329], [0.3039, -0.6085, -2.0530], [0.7107, -1.8107, -0.2002], [0.1454, -2.9815, -0.7959], [-1.3679, -3.0033, -0.6490], [-1.8020, -2.1622, -1.1830], [-1.7598, -3.9288, -1.0612], [-1.6440, -2.9306, 0.4000], [0.4265, -3.0073, -1.8537], [0.6076, -3.8171, -0.2662], [2.6947, -0.0048, 0.4263], [3.0594, 0.1917, 1.5539], [3.4222, -0.6143, -0.5098], [4.7368, -1.0372, -0.1409], [5.7342, 0.1079, -0.2380], [5.7287, 0.5280, -1.2410], [6.7316, -0.2576, -0.0118], [5.4750, 0.8871, 0.4746], [4.9834, -1.8368, -0.8421], [4.7076, -1.4299, 0.8806], [0.7031, 0.6498, 0.7147], [-0.3584, 3.8572, -0.7325], [0.2117, 4.3403, 0.8710], [-1.5371, 2.6739, -1.7654], [-3.1627, 1.1833, -2.7454], [-4.5098, -0.8648, -1.5817], [-5.4622, -0.3426, -1.6772], [-4.6653, -1.7488, -0.9682], [-4.1998, -1.1760, -2.5775], [-3.5450, -0.8783, 0.9643], [-1.0272, 1.2449, 2.6770], [-2.6646, 0.6639, 3.0241], [-0.3405, -1.1040, 2.0595], [-1.4194, -2.7778, 3.4619], [-2.7416, -1.5881, 3.8892]], "atomic_forces_ev_per_a": [[-0.0097, -0.1866, 0.1088], [0.0062, 0.2149, 0.0324], [0.0612, 0.0233, 0.0383], [0.1880, 0.2359, 0.0223], [0.0362, 0.1800, -0.2103], [-0.0300, 0.0080, -0.0061], [-0.0279, -0.0990, 0.1456], [0.2017, 0.2944, -0.0202], [-0.2288, -0.1982, 0.1115], [-0.2209, -0.2935, 0.0658], [0.5226, 0.3690, -0.1690], [-0.4085, -0.1042, 0.0210], [0.0761, 0.1048, 0.0504], [0.0284, 0.0545, 0.0467], [-0.0534, 0.0749, 0.1202], [-0.0631, -0.0378, -0.0618], [0.0940, -0.0189, -0.0225], [0.0704, -0.0681, -0.1823], [0.0916, 0.2879, -0.0412], [-0.0617, -0.0723, -0.0828], [0.0566, -0.0588, 0.3660], [-0.2832, -0.3341, -0.3299], [0.3818, 0.1439, 0.0080], [-0.0652, 0.0292, -0.0474], [-0.0688, -0.1244, -0.0463], [-0.0765, -0.0179, 0.0943], [0.0283, -0.0476, 0.1814], [-0.0113, 0.1105, -0.0857], [-0.4725, 0.0800, 0.1434], [0.1226, 0.0660, 0.1441], [-0.0250, -0.0093, -0.3707], [0.4634, -0.0301, 0.2604], [-0.3777, -0.1730, -0.0037], [0.0511, 0.0335, -0.0892], [0.1338, -0.0155, 0.0175], [0.0321, 0.0566, 0.0525], [-0.0641, 0.0703, 0.1065], [-0.0056, -0.0178, -0.1947], [0.1193, -0.0832, -0.0590], [-0.0065, -0.0053, 0.0848], [-0.0589, -0.0751, -0.1610], [0.0646, 0.0412, -0.0122], [-0.0108, 0.0131, -0.1265], [-0.0200, 0.0944, 0.0043], [-0.0988, -0.0575, -0.0316], [-0.0434, -0.0940, -0.0008], [-0.0251, -0.0818, -0.0687], [-0.0268, -0.1317, 0.0701], [-0.0942, -0.0272, 0.0681], [0.0507, 0.0424, 0.0473], [0.1204, -0.1044, -0.0477], [0.1305, -0.1725, -0.0209], [-0.1930, 0.1114, 0.0802]], "nbo_charge": [-0.41, -0.15, -0.48, -0.08, -0.19, -0.03, -0.18, -0.31, 0.36, -0.53, -0.05, -0.43, 0.21, 0.21, -0.39, 0.22, 0.24, -0.44, 0.83, -0.59, -0.52, -0.07, -0.64, 0.23, 0.21, 0.22, 0.20, 0.19, 0.82, -0.60, -0.51, -0.07, -0.63, 0.21, 0.22, 0.22, 0.19, 0.20, 0.27, 0.17, 0.19, 0.21, 0.21, -0.63, 0.22, 0.21, 0.22, 0.21, 0.24, 0.22, 0.20, 0.20, 0.19]}

---

Entry 2:
{"formula": "C24H20BN4O4S4SbTc", "method": "wB97M-V/def2-TZVPD", "spin_multiplicity": 1, "e_homo_ev": -10.510, "e_tot_ha": -3385.258560, "charge": 1, "symbols": ["Tc", "O", "C", "N", "C", "O", "C", "C", "C", "C", "C", "N", "C", "C", "C", "C", "C", "N", "H", "H", "H", "H", "H", "H", "H", "H", "S", "Sb", "S", "S", "S", "C", "C", "C", "C", "C", "C", "N", "H", "H", "H", "H", "H", "H", "H", "H", "O", "B", "O", "C", "C", "C", "C", "C", "C", "H", "H", "H", "H"], "coordinates": [[-1.3006, -0.9489, -0.4493], [-0.7528, 1.8301, 2.6792], [-0.9691, 0.8840, 1.9676], [-1.2634, 0.8648, 0.6212], [-1.7424, 2.0161, 0.0271], [-2.0283, 3.0659, 0.5420], [-1.8516, 1.8125, -1.4508], [-2.2180, 2.8389, -2.2935], [-2.2451, 2.5948, -3.6584], [-1.8840, 1.3429, -4.1210], [-1.5418, 0.3539, -3.2151], [-1.5451, 0.5836, -1.8979], [-0.9859, -0.5139, 2.5086], [-0.8553, -0.7563, 3.8604], [-0.9181, -2.0653, 4.3060], [-1.0894, -3.0807, 3.3790], [-1.2086, -2.7637, 2.0394], [-1.1719, -1.4930, 1.6106], [-2.4636, 3.7969, -1.8571], [-2.5314, 3.3743, -4.3517], [-1.8594, 1.1163, -5.1774], [-1.2639, -0.6383, -3.5337], [-0.7119, 0.0875, 4.5201], [-0.8283, -2.2931, 5.3599], [-1.1371, -4.1177, 3.6796], [-1.3393, -3.5228, 1.2852], [-4.1094, -3.0339, 0.2298], [-3.3694, -3.6707, -2.0165], [-3.5761, -1.0948, -0.4173], [-1.0916, -2.9275, -1.5563], [-4.2437, -1.4261, -2.3993], [2.2041, -1.3997, -2.5680], [1.7776, 0.0303, -2.5939], [1.6098, 0.8455, -3.6683], [1.3544, 2.1679, -3.1914], [1.3825, 2.1385, -1.8324], [1.2653, 3.2632, -0.8590], [1.6203, 0.8147, -1.4384], [2.2996, -1.7522, -3.5939], [1.5028, -2.0528, -2.0507], [3.1766, -1.5178, -2.0847], [1.7065, 0.5348, -4.6972], [1.2007, 3.0548, -3.7857], [0.9034, 4.1483, -1.3805], [2.2345, 3.5036, -0.4187], [0.5860, 3.0536, -0.0329], [1.5884, -0.9891, 0.2644], [1.7497, 0.3556, -0.0901], [2.0585, 1.1387, 1.0016], [2.1842, 0.2581, 2.0525], [2.5215, 0.5251, 3.3587], [2.6364, -0.5768, 4.2028], [2.4298, -1.8735, 3.7442], [2.0722, -2.1310, 2.4224], [1.9389, -1.0325, 1.6064], [2.6968, 1.5363, 3.6978], [2.9137, -0.4198, 5.2368], [2.5582, -2.7036, 4.4268], [1.9240, -3.1360, 2.0509]], "atomic_forces_ev_per_a": [[0.1402, -0.4187, 0.0245], [0.0494, -0.0483, -0.1073], [-0.1617, 0.0085, 0.2685], [0.0269, 0.1203, 0.0370], [0.0334, 0.2187, -0.0832], [-0.0231, -0.1132, -0.0039], [-0.0705, 0.0964, -0.2276], [0.0058, -0.0659, -0.0211], [-0.0161, 0.0434, 0.0104], [0.0451, -0.0674, -0.0062], [-0.0131, 0.0518, -0.0505], [-0.0111, -0.0611, 0.1823], [0.0757, -0.1183, 0.1744], [-0.0003, -0.0645, -0.0404], [-0.0104, 0.0008, 0.0302], [-0.0366, -0.0092, -0.0409], [0.0205, 0.0078, 0.0413], [-0.0714, 0.0396, -0.1364], [0.0023, -0.0038, 0.0072], [0.0083, 0.0002, 0.0071], [-0.0105, 0.0021, 0.0059], [0.0000, -0.0123, -0.0194], [0.0004, 0.0123, -0.0088], [-0.0020, 0.0053, -0.0093], [0.0091, 0.0030, -0.0008], [-0.0150, -0.0201, 0.0062], [-0.0321, 0.0160, 0.0442], [-0.0862, -0.1796, -0.0449], [0.0820, -0.0079, -0.0936], [0.0385, 0.3908, 0.1836], [0.0031, 0.0836, 0.0185], [0.0042, -0.0192, -0.0062], [-0.0392, 0.0138, -0.1043], [0.0520, -0.1107, 0.0121], [-0.0307, 0.0687, 0.1115], [-0.0032, 0.0681, -0.0605], [-0.0074, 0.0278, -0.0099], [0.0808, -0.0354, 0.1054], [0.0008, 0.0112, 0.0024], [-0.0068, -0.0175, 0.0113], [-0.0132, -0.0006, 0.0040], [0.0004, 0.0053, 0.0089], [-0.0002, -0.0085, -0.0021], [0.0041, -0.0105, 0.0031], [-0.0068, -0.0014, 0.0071], [0.0214, 0.0116, 0.0073], [-0.0939, -0.0608, -0.1239], [0.0097, 0.1016, -0.1529], [0.0166, 0.0906, -0.0049], [0.0136, -0.1507, 0.0365], [-0.0020, 0.0562, -0.1011], [0.0213, -0.0126, 0.0521], [0.0191, -0.0349, 0.0311], [-0.0145, 0.0272, -0.0793], [0.0061, 0.0644, 0.1173], [-0.0018, -0.0080, 0.0039], [-0.0021, -0.0012, -0.0114], [-0.0026, 0.0078, -0.0059], [-0.0063, 0.0075, 0.0015]], "nbo_charge": [0.62, -0.51, 0.65, -0.73, 0.65, -0.51, 0.12, -0.19, -0.12, -0.23, 0.09, -0.42, 0.12, -0.18, -0.12, -0.23, 0.07, -0.43, 0.27, 0.24, 0.24, 0.23, 0.27, 0.24, 0.24, 0.23, -0.28, 0.99, 0.33, -0.40, -0.29, -0.64, 0.15, -0.28, -0.29, 0.17, -0.65, -0.67, 0.23, 0.22, 0.23, 0.23, 0.23, 0.23, 0.24, 0.23, -0.69, 1.22, -0.63, 0.22, -0.22, -0.21, -0.21, -0.27, 0.27, 0.25, 0.23, 0.23, 0.23]}

---

Sequential max |F| output: 0.662; 0.442 eV/A
Sequential relative energy (zero: lowest compared OMol25 entry of this formula, charge and spin) output: 7.9; 0.0 kJ/mol
Sequential gap between HOMO and LUMO output: 9.07; 5.67 eV